a.
Entry from OMol25: a 3-piece molecular cluster, C2H11NO2 overall (ωB97M-V/def2-TZVPD).

Each atom is followed by the atoms it is bonded to, with distances in Å.
Cartesian coordinates (Å):
1 C 0.44 1.91 0.87  C2 1.506, H4 1.092, H5 1.082, H6 1.097
2 C 0.60 1.01 -0.32  C1 1.506, N3 1.465, H7 1.097, H8 1.101
3 N -0.67 0.45 -0.77  C2 1.465, H9 1.013, H10 0.998
4 H -0.29 2.70 0.66  C1 1.092
5 H 1.36 2.38 1.20  C1 1.082
6 H -0.07 1.29 1.62  C1 1.097
7 H 1.17 0.13 0.01  C2 1.097
8 H 1.15 1.47 -1.15  C2 1.101
9 H -0.51 -0.03 -1.65  N3 1.013
10 H -1.41 1.12 -0.83  N3 0.998
11 O -1.61 -1.29 1.54  H12 0.965, H13 0.964
12 H -1.70 -2.22 1.31  O11 0.965
13 H -1.45 -0.79 0.72  O11 0.964
14 O 0.76 -2.95 -1.02  H15 0.949, H16 0.955
15 H 1.15 -2.47 -0.30  O14 0.949
16 H 1.08 -2.69 -1.88  O14 0.955

Calculated values
HOMO-LUMO gap, Ha: 0.3815
Structure (SMILES): CCN.O.O
E_LUMO, eV: 0.67

b.
Entry from OMol25: a 3-piece molecular cluster, C2H11NO2 overall (ωB97M-V/def2-TZVPD).

Each atom is followed by the atoms it is bonded to, with distances in Å.
Cartesian coordinates (Å):
1 C 1.31 -0.49 1.21  C2 1.519, H4 1.089, H5 1.091, H6 1.090
2 C 1.81 0.29 0.00  C1 1.519, N3 1.471, H7 1.096, H8 1.089
3 N 0.69 0.66 -0.87  C2 1.471, H9 1.018, H10 1.014
4 H 0.81 -1.40 0.89  C1 1.089
5 H 2.15 -0.78 1.85  C1 1.091
6 H 0.61 0.11 1.78  C1 1.090
7 H 2.37 1.17 0.35  C2 1.096
8 H 2.51 -0.32 -0.58  C2 1.089
9 H 0.05 1.25 -0.35  N3 1.018
10 H 1.01 1.22 -1.65  N3 1.014
11 O -1.35 -1.27 -1.01  H12 0.963, H13 0.987
12 H -1.40 -1.90 -1.74  O11 0.963
13 H -0.51 -0.76 -1.14  O11 0.987
14 O -1.95 0.88 0.75  H15 0.964, H16 0.973
15 H -2.83 0.92 1.14  O14 0.964
16 H -1.94 0.07 0.21  O14 0.973

Calculated values
HOMO-LUMO gap, Ha: 0.3972
Structure (SMILES): CCN.O.O
E_LUMO, eV: 0.98

b is favored, and the nearest alternative lies 12.4 kcal/mol above it.

a.
Entry from OMol25: a 2-piece molecular cluster, C3H3BrO overall (ωB97M-V/def2-TZVPD).

Each atom is followed by the atoms it is bonded to, with distances in Å.
Cartesian coordinates (Å):
1 C 0.68 0.79 -0.08  C2 1.331, H5 1.162, H6 1.107
2 C 1.03 -0.49 0.04  C1 1.331, C3 1.262
3 C 1.55 -1.62 -0.18  C2 1.262, O4 1.180
4 O 2.15 -2.60 -0.43  C3 1.180
5 H 1.56 1.54 -0.13  C1 1.162
6 H -0.34 1.09 -0.39  C1 1.107
7 Br -3.17 0.49 -0.10  H8 1.433
8 H -3.46 0.78 1.27  Br7 1.433

Calculated values
HOMO-LUMO gap, Ha: 0.2986
Structure (SMILES): C=C=C=O.Br
E_LUMO, eV: -0.74

b.
Entry from OMol25: a 2-piece molecular cluster, C3H3BrO overall (ωB97M-V/def2-TZVPD).

Each atom is followed by the atoms it is bonded to, with distances in Å.
Cartesian coordinates (Å):
1 C -1.07 1.69 0.39  C2 1.209, H6 1.056
2 C -0.53 0.72 -0.09  C1 1.209, C3 1.403
3 C 0.16 -0.48 -0.35  C2 1.403, O4 1.314, H7 1.081
4 O 0.04 -1.45 0.53  C3 1.314, H8 0.950
5 Br 2.85 0.24 -0.06  no bonds
6 H -1.88 2.12 0.91  C1 1.056
7 H 0.39 -0.54 -1.40  C3 1.081
8 H 0.04 -2.29 0.08  O4 0.950

Calculated values
HOMO-LUMO gap, Ha: 0.2574
E_LUMO, eV: -1.94

c.
Entry from OMol25: C3H3BrO in the gas phase (ωB97M-V/def2-TZVPD).

Each atom is followed by the atoms it is bonded to, with distances in Å.
Cartesian coordinates (Å):
1 C 0.57 -0.08 0.13  C2 1.538, C3 1.586, O4 1.434, Br5 1.915
2 C 1.33 -1.40 0.36  C1 1.538, O4 1.302
3 C -0.97 0.25 -0.07  C1 1.586, H6 1.069, H7 1.095, H8 1.115
4 O 1.12 -0.96 -0.85  C1 1.434, C2 1.302
5 Br 1.83 1.21 0.78  C1 1.915
6 H -1.22 -0.48 -0.81  C3 1.069
7 H -1.16 1.26 -0.44  C3 1.095
8 H -1.50 0.19 0.91  C3 1.115

Calculated values
HOMO-LUMO gap, Ha: 0.3660
E_LUMO, eV: 0.31

a is favored, and the nearest alternative lies 22.9 kcal/mol above it.